Entry from OMol25: C18H14BrN5O2Sc as an isolated structure (wB97M-V/def2-TZVPD).

XYZ file:
```
41
Properties=species:S:1:pos:R:3:forces:R:3:lowdin_charge:R:1
Sc -0.958 -0.628 -2.120 -0.2 0.6 0.1 1.067
O -1.236 3.565 -1.101 0.0 -0.1 0.0 0.061
C -2.321 3.551 -0.274 0.0 0.0 0.2 -0.259
C -2.892 4.734 0.179 0.0 0.0 0.0 -0.014
C -3.954 4.709 1.066 0.0 0.0 0.0 -0.063
C -4.465 3.501 1.515 0.0 0.0 0.0 -0.068
C -3.912 2.322 1.047 -0.1 0.0 -0.1 -0.025
C -2.844 2.329 0.153 0.0 0.0 -0.1 -0.117
C -2.310 1.000 -0.298 0.2 0.0 0.1 -0.349
O -1.775 0.960 -1.605 0.1 -0.6 -0.3 -0.228
N -1.257 0.534 0.640 -0.1 0.0 -0.1 0.047
N -0.321 -0.259 0.020 -0.2 0.0 -0.2 -0.086
C 0.789 -0.505 0.600 0.0 0.0 0.1 -0.149
C 1.863 -1.273 0.013 -0.1 0.0 -0.1 -0.539
Br 1.624 -1.683 -1.854 0.0 -0.1 0.1 0.925
C 2.941 -1.647 0.713 0.1 -0.1 0.0 -0.047
C 4.150 -2.411 0.449 0.1 0.0 0.0 -0.209
C 4.552 -2.927 -0.791 0.0 0.0 0.0 -0.045
C 5.724 -3.650 -0.902 0.0 0.0 0.0 -0.056
C 6.520 -3.878 0.213 0.0 0.0 0.0 -0.047
C 6.141 -3.371 1.448 0.1 0.0 0.0 -0.053
C 4.972 -2.645 1.560 -0.1 0.1 0.0 -0.024
H -1.028 4.478 -1.325 0.0 0.0 0.0 0.113
H -2.491 5.682 -0.166 0.0 0.0 0.0 0.120
H -4.387 5.642 1.404 0.0 0.0 0.0 0.113
H -5.302 3.477 2.199 0.0 0.0 0.0 0.111
H -4.337 1.370 1.345 0.0 0.0 0.0 0.114
H -3.132 0.279 -0.255 0.0 0.0 0.1 0.116
H -0.861 1.278 1.203 0.1 0.0 0.0 0.149
H 0.975 -0.115 1.600 0.0 0.0 0.0 0.153
H 2.879 -1.303 1.744 0.0 0.0 0.0 0.129
H 3.969 -2.768 -1.683 0.0 0.0 0.0 0.043
H 6.022 -4.039 -1.867 0.0 0.0 0.0 0.115
H 7.434 -4.448 0.117 0.0 0.0 0.0 0.116
H 6.757 -3.541 2.320 0.0 0.0 0.0 0.116
H 4.680 -2.249 2.526 0.0 0.0 0.0 0.118
N -2.442 -1.897 -2.665 0.0 0.3 0.2 -0.004
C -3.617 -1.704 -2.513 0.1 -0.2 0.0 -0.318
N -4.847 -1.600 -2.412 0.0 0.2 0.2 0.140
C -5.410 -0.781 -1.512 0.1 -0.2 -0.1 -0.320
N -5.896 -0.087 -0.731 0.0 0.0 0.0 0.155
```
Forces are in eV/Å.

Summary:
multiplicity	1
total charge	+1
relative energy (zero: lowest compared OMol25 entry of this formula, charge and spin)	29.3	kJ/mol
frontier orbital gap	0.246	Ha
F_max	0.7	eV/Å
E	-4453.1129	Ha

---

Entry from OMol25: one molecule with the formula C4H5NO3 (wB97M-V/def2-TZVPD).

XYZ file:
```
13
Properties=species:S:1:pos:R:3:forces:R:3:lowdin_charge:R:1
C -0.460 0.874 -0.020 0.8 -1.0 -0.4 -0.457
C -0.347 -1.464 -0.376 -1.0 0.5 0.4 -0.071
C 0.571 -0.261 0.007 0.1 -2.1 -1.7 -0.269
C 1.845 -0.211 0.719 -0.8 2.5 1.5 -0.120
H -2.524 0.692 0.655 2.9 -0.3 -3.3 0.236
H -0.240 -2.531 -0.030 0.7 1.3 -0.5 0.141
H -0.568 -1.371 -1.513 0.1 -0.5 1.9 0.153
H 2.281 -1.109 1.157 0.0 0.4 0.2 0.128
H 1.875 0.863 1.156 0.8 -2.1 0.3 0.157
N -1.767 0.375 -0.198 -2.2 -1.9 5.0 0.117
O -0.165 2.006 -0.050 0.5 2.7 0.2 0.157
O -1.509 -1.026 0.448 0.2 0.8 -2.8 -0.173
O 1.911 -0.080 -0.651 -2.0 -0.1 -0.9 0.002
```
Forces are in eV/Å.

Summary:
multiplicity	1
relative energy (zero: lowest compared OMol25 entry of this formula, charge and spin)	497.2	kJ/mol
frontier orbital gap	0.391	Ha
F_max	5.8	eV/Å
E	-435.7311	Ha

---

Entry from OMol25: an isolated ion of composition C6H11N2O and charge +1 (wB97M-V/def2-TZVPD).

XYZ file:
```
20
Properties=species:S:1:pos:R:3:forces:R:3:lowdin_charge:R:1
C 0.021 0.393 -0.885 1.7 -1.3 4.2 0.173
C 1.159 1.036 -1.396 -0.2 -0.3 0.6 -0.262
C 1.372 1.652 -2.717 0.0 0.2 -0.3 0.006
C -0.921 -2.018 0.734 0.2 -0.1 0.1 -0.022
C -1.327 0.068 2.096 0.2 0.1 0.0 -0.016
C -0.284 -0.810 1.407 -0.5 -0.5 1.0 -0.347
N 2.109 0.990 -0.477 0.4 0.6 -1.2 0.180
N 0.414 -0.046 0.406 -0.9 2.1 -5.4 0.001
O 1.682 0.362 0.572 -0.5 -0.8 1.4 0.090
H -0.960 0.207 -1.268 -0.3 -0.1 -0.1 0.153
H 0.730 2.523 -2.850 0.0 0.0 0.0 0.103
H 2.409 1.962 -2.809 0.0 0.0 0.0 0.102
H 1.135 0.938 -3.504 0.0 0.0 0.0 0.102
H -1.670 -1.707 0.009 -0.1 0.0 0.0 0.085
H -1.418 -2.619 1.489 0.0 0.0 0.1 0.102
H -0.169 -2.629 0.241 0.0 -0.1 -0.1 0.097
H -2.169 0.250 1.435 -0.1 0.1 -0.1 0.091
H -0.901 1.017 2.412 0.0 0.1 0.1 0.094
H -1.692 -0.449 2.977 -0.1 -0.1 0.1 0.099
H 0.479 -1.120 2.128 0.0 0.1 -0.2 0.168
```
Forces are in eV/Å.

Summary:
multiplicity	1
total charge	+1
relative energy (zero: lowest compared OMol25 entry of this formula, charge and spin)	347.8	kJ/mol
frontier orbital gap	0.390	Ha
F_max	5.9	eV/Å
E	-419.6244	Ha

---

Entry from OMol25: C56H89ClIN26O4S as an isolated structure (wB97M-V/def2-TZVPD).

XYZ file:
```
178
Properties=species:S:1:pos:R:3:forces:R:3:lowdin_charge:R:1
C -1.806 1.498 5.684 -0.6 -0.1 -0.2 -0.036
C -0.699 2.575 5.488 -0.2 -0.4 1.3 -0.452
O 0.009 2.817 6.423 -0.2 0.2 -0.8 0.153
O -0.467 3.255 4.245 -0.1 -2.8 0.4 -0.004
C 0.742 2.653 3.736 0.5 1.5 0.6 -0.405
O 1.693 3.372 3.799 -0.2 -0.9 -0.7 0.176
C 0.850 1.170 3.257 -0.1 -0.4 0.6 -0.051
C 0.917 0.927 1.682 1.9 0.4 0.9 -0.411
C 1.981 1.997 1.117 0.7 -0.8 0.7 -0.229
N 2.535 1.654 -0.202 -0.2 -0.2 0.4 0.025
O 1.711 -0.293 1.584 -1.2 -0.3 0.5 -0.152
C 0.908 -1.461 1.537 -1.4 -0.2 -1.8 -0.638
S 1.881 -2.996 1.718 0.6 0.1 0.1 0.824
C 0.276 -1.392 0.064 1.3 -1.0 2.4 -0.093
N -0.853 -0.396 0.214 0.5 -1.2 -1.5 -0.168
C -1.528 -0.346 -1.129 -2.2 -1.4 -1.6 -0.152
C -3.097 -0.100 -1.067 0.2 0.3 -0.5 -0.197
C -3.551 1.288 -1.630 -1.9 -0.7 0.4 -0.203
C -5.139 1.325 -1.482 0.8 -0.4 -0.5 -0.204
N -5.471 1.263 -0.033 -0.2 2.4 -1.0 0.017
C -5.584 2.576 0.572 -0.7 0.2 2.1 -0.532
N -6.179 2.603 1.720 0.0 -0.2 -0.7 0.089
N -5.120 3.795 -0.016 0.7 -1.2 -0.1 0.121
C -0.476 0.883 0.891 -0.6 2.2 0.8 -0.849
Cl -0.569 2.349 -0.210 0.3 -1.3 0.2 0.706
I -2.238 1.288 2.189 0.3 -0.3 -0.4 1.135
H -2.842 1.909 5.517 1.1 -0.3 -0.1 0.078
H -1.660 0.583 5.046 -0.2 1.1 0.4 0.033
H -1.781 1.132 6.742 0.3 0.7 -0.9 0.096
H 1.864 0.845 3.626 -0.9 0.5 -0.6 0.157
H 0.154 0.465 3.793 0.3 0.9 -0.7 0.098
H 2.846 1.879 1.833 -1.0 0.2 -0.6 0.143
H 1.656 3.053 1.239 -0.1 -0.9 -0.4 0.106
H 1.892 1.087 -0.754 0.1 0.5 0.0 0.037
H 3.361 1.065 -0.067 -0.4 0.3 -0.1 0.077
H 0.034 -1.459 2.254 1.0 0.1 -0.3 0.128
H 0.982 -3.912 2.195 0.0 0.9 -0.1 -0.105
H -0.102 -2.427 -0.129 -0.1 1.2 -0.4 0.136
H 1.056 -1.048 -0.652 -0.8 -0.3 0.4 0.154
H -1.513 -0.895 0.835 0.1 0.5 -0.3 0.111
H -1.458 -1.406 -1.513 0.2 1.0 0.6 0.137
H -1.016 0.249 -1.919 -0.1 0.0 1.2 0.122
H -3.586 -0.867 -1.736 0.7 0.7 0.6 0.122
H -3.511 -0.335 -0.046 0.5 0.5 -0.9 0.058
H -3.333 1.304 -2.727 0.1 0.4 1.3 0.051
H -3.190 2.177 -1.064 0.2 -0.8 -0.6 0.042
H -5.533 2.245 -1.980 0.2 -0.7 0.5 0.108
H -5.615 0.438 -1.988 0.6 0.8 0.4 0.120
H -6.359 0.786 0.129 0.4 0.3 0.2 0.084
H -6.207 3.561 2.078 0.0 -0.3 0.0 0.006
H -5.280 4.593 0.604 -0.2 -0.5 -0.1 0.084
H -4.111 3.802 -0.193 -0.4 -0.1 -0.5 0.030
C -5.525 4.444 5.369 -0.1 2.9 -3.4 -0.171
C -5.772 5.404 4.226 0.5 -0.1 0.0 -0.230
N -5.966 6.118 3.342 -0.1 -0.3 0.2 0.111
H -6.470 4.145 5.773 -0.4 0.8 -1.0 0.030
H -4.988 3.578 4.998 -0.1 0.1 -0.2 0.069
H -4.935 4.941 6.130 -0.1 0.2 -0.2 0.086
C 5.846 -3.173 2.203 0.1 0.4 -0.5 -0.090
C 5.602 -2.246 1.078 0.1 -0.1 0.1 -0.291
N 5.411 -1.524 0.201 0.0 -0.2 0.3 0.118
H 4.899 -3.499 2.627 0.1 0.0 0.0 0.004
H 6.396 -4.044 1.849 -0.1 0.0 -0.1 0.073
H 6.428 -2.671 2.977 -0.1 0.0 0.0 0.054
C 6.891 -3.513 -2.742 -0.1 -0.2 0.3 -0.064
C 6.407 -4.371 -1.644 0.0 0.0 -0.2 -0.270
N 6.026 -5.048 -0.794 0.1 0.2 -0.3 0.138
H 7.486 -2.695 -2.336 -0.1 0.0 0.0 0.059
H 7.508 -4.094 -3.425 -0.1 0.0 0.1 0.066
H 6.044 -3.098 -3.288 0.0 -0.1 0.0 0.079
C -4.053 5.554 -3.881 0.5 -0.2 0.8 -0.093
C -3.314 5.214 -2.644 -0.2 0.1 -0.2 -0.235
N -2.744 4.944 -1.681 -0.1 0.0 -0.3 0.127
H -4.373 6.594 -3.847 0.1 -0.1 0.0 0.081
H -3.413 5.409 -4.747 0.0 0.0 0.1 0.058
H -4.929 4.915 -3.975 0.1 0.0 0.1 0.072
C 10.112 -0.603 -1.893 0.0 -0.4 -0.6 -0.095
C 10.155 -1.380 -3.154 0.1 0.0 0.0 -0.272
N 10.191 -1.984 -4.136 -0.1 0.3 0.5 0.115
H 9.087 -0.306 -1.675 0.1 0.0 0.0 0.063
H 10.488 -1.209 -1.071 0.0 0.0 -0.1 0.074
H 10.728 0.290 -1.986 0.0 -0.1 0.1 0.056
C 12.002 3.152 -3.389 0.3 -0.2 0.4 -0.069
C 12.858 2.508 -2.366 -0.2 0.1 -0.2 -0.283
N 13.521 2.007 -1.571 -0.2 0.1 -0.3 0.124
H 12.270 2.785 -4.379 0.0 0.0 0.1 0.080
H 10.955 2.921 -3.194 0.1 0.0 0.0 0.074
H 12.140 4.232 -3.359 0.0 -0.1 0.0 0.079
C 4.469 -7.698 -3.085 0.1 0.3 -0.3 -0.057
C 4.885 -6.683 -4.077 0.2 0.4 -0.4 -0.256
N 5.208 -5.890 -4.858 -0.4 -0.8 0.9 0.131
H 5.157 -8.543 -3.111 0.0 0.1 0.0 0.086
H 4.477 -7.261 -2.086 0.1 0.0 -0.1 0.066
H 3.463 -8.050 -3.315 0.1 0.0 -0.1 0.077
C 4.150 -5.464 5.549 -0.5 -0.2 -0.6 -0.075
C 3.934 -5.408 4.084 0.7 0.4 -0.8 -0.218
N 3.741 -5.388 2.923 6.0 3.9 4.0 0.000
H 4.605 -4.537 5.893 0.0 -0.1 -0.1 0.022
H 3.198 -5.607 6.067 0.1 -0.1 0.1 0.073
H 4.812 -6.296 5.790 -0.1 0.0 -0.1 0.079
C 9.826 -6.032 -5.454 -0.2 -0.3 0.5 -0.068
C 9.344 -6.905 -4.356 0.1 0.1 -0.2 -0.280
N 8.968 -7.580 -3.501 0.1 0.3 -0.4 0.113
H 10.420 -5.214 -5.045 -0.1 0.0 0.0 0.071
H 10.442 -6.609 -6.143 0.0 0.0 0.1 0.078
H 8.977 -5.618 -5.997 0.0 0.0 0.1 0.077
C 4.407 -0.954 7.489 0.0 -0.3 -0.5 -0.052
C 4.496 -1.720 6.225 0.0 0.2 0.2 -0.232
N 4.566 -2.316 5.242 0.0 0.4 0.4 0.160
H 3.372 -0.672 7.679 0.0 0.0 0.0 0.081
H 4.768 -1.563 8.317 0.0 0.0 -0.1 0.084
H 5.014 -0.052 7.419 0.0 -0.1 0.0 0.084
C -6.414 1.328 8.737 0.0 0.4 -0.4 -0.036
C -6.030 2.351 7.738 0.0 0.1 -0.1 -0.130
N -5.725 3.152 6.957 0.3 -4.3 5.1 0.080
H -5.715 0.494 8.699 0.0 0.1 0.0 0.083
H -6.397 1.763 9.736 0.0 0.0 -0.1 0.089
H -7.420 0.962 8.525 0.0 0.1 0.0 0.078
C -9.783 3.345 5.898 -0.1 -0.3 0.4 -0.069
C -10.241 2.469 7.001 0.1 0.2 -0.2 -0.275
N -10.589 1.786 7.859 0.2 0.2 -0.3 0.121
H -9.191 4.167 6.301 -0.1 0.0 0.0 0.074
H -9.169 2.775 5.201 0.0 0.0 0.0 0.077
H -10.639 3.755 5.363 0.0 0.0 0.1 0.081
C -8.400 7.556 0.891 -0.4 -0.3 -0.3 -0.071
C -9.372 6.803 0.065 0.2 0.2 0.2 -0.278
N -10.127 6.216 -0.575 0.3 0.1 0.2 0.110
H -8.876 8.443 1.309 0.0 -0.1 0.0 0.081
H -8.041 6.927 1.706 0.0 0.0 0.0 0.045
H -7.553 7.863 0.279 0.0 0.0 0.0 0.079
C -9.015 2.067 -0.985 0.0 -0.3 -0.5 -0.066
C -8.953 1.303 -2.255 0.0 0.2 0.3 -0.279
N -8.901 0.708 -3.239 0.1 0.2 0.3 0.119
H -10.046 2.353 -0.778 0.1 0.0 0.0 0.083
H -8.642 1.453 -0.165 0.0 0.0 0.0 0.061
H -8.402 2.964 -1.064 -0.1 0.0 0.0 0.074
C -6.826 4.764 -7.066 0.4 0.3 0.1 -0.050
C -5.641 5.586 -6.730 -0.3 -0.1 -0.2 -0.242
N -4.719 6.224 -6.469 -0.5 -0.2 -0.5 0.133
H -7.623 5.403 -7.445 0.1 0.0 0.0 0.085
H -6.564 4.031 -7.827 0.0 0.0 0.0 0.083
H -7.180 4.243 -6.176 0.0 0.0 0.0 0.081
C -6.397 -2.304 0.330 0.5 -0.2 0.0 -0.055
C -5.043 -2.902 0.356 -0.2 0.1 0.0 -0.269
N -3.987 -3.361 0.374 -0.3 0.3 0.0 0.118
H -6.627 -1.954 -0.677 0.0 -0.1 0.0 0.081
H -7.135 -3.048 0.626 0.1 0.0 0.0 0.086
H -6.442 -1.462 1.021 0.1 -0.1 0.0 0.073
C 2.540 -4.298 -6.433 -0.6 0.2 0.1 -0.066
C 1.198 -3.771 -6.092 0.3 -0.1 -0.1 -0.254
N 0.152 -3.365 -5.835 0.4 -0.1 0.0 0.123
H 2.845 -5.048 -5.706 0.0 0.1 0.0 0.045
H 2.517 -4.752 -7.423 0.0 0.0 0.0 0.084
H 3.267 -3.487 -6.432 0.0 0.0 0.0 0.083
C -0.886 -0.228 -5.231 -0.8 0.1 0.8 -0.108
C -2.232 0.297 -4.900 0.3 -0.2 -0.1 -0.228
N -3.279 0.706 -4.641 0.5 -0.3 -0.4 0.133
H -0.588 -0.976 -4.495 -0.1 -0.1 -0.1 0.058
H -0.899 -0.687 -6.214 0.0 -0.1 0.2 0.050
H -0.164 0.582 -5.227 -0.1 0.0 0.0 0.050
C 0.549 -7.596 0.931 0.4 0.3 0.2 -0.048
C 1.581 -6.882 1.720 0.0 0.0 -0.4 -0.133
N 2.390 -6.319 2.332 -6.9 -4.6 -2.3 0.078
H -0.379 -7.647 1.498 0.1 0.0 0.0 0.081
H 0.367 -7.069 -0.006 0.0 0.0 0.0 0.079
H 0.887 -8.608 0.709 0.0 0.1 0.0 0.083
C -0.971 1.928 -9.114 0.3 -0.2 0.4 -0.050
C -0.128 1.294 -8.076 -0.1 0.2 -0.3 -0.225
N 0.527 0.800 -7.269 0.1 0.5 -1.0 0.130
H -0.684 1.562 -10.098 0.0 0.0 0.1 0.084
H -2.019 1.689 -8.936 0.1 0.0 0.0 0.081
H -0.843 3.010 -9.084 0.0 -0.1 0.0 0.084
C 9.055 -0.642 2.726 0.1 0.3 -0.4 -0.051
C 9.356 0.214 1.558 -0.1 -0.2 0.3 -0.242
N 9.590 0.879 0.649 -0.1 -0.2 0.4 0.144
H 8.616 -0.041 3.522 0.0 0.0 -0.1 0.083
H 8.351 -1.423 2.440 0.0 0.1 0.0 0.054
H 9.971 -1.104 3.092 0.0 0.0 0.0 0.085
```
Forces are in eV/Å.

Summary:
multiplicity	1
total charge	+1
frontier orbital gap	0.216	Ha
F_max	8.6	eV/Å
E	-5067.2233	Ha

---

Entry from OMol25: one molecule with the formula C6H7NS (wB97M-V/def2-TZVPD).

XYZ file:
```
15
Properties=species:S:1:pos:R:3:forces:R:3:lowdin_charge:R:1
C -1.543 0.519 0.987 0.1 -1.3 0.3 -0.062
C -1.010 1.107 -0.096 0.1 -0.6 1.2 -0.108
C 0.836 0.493 -1.593 -1.6 2.3 -1.1 -0.188
C 1.208 -0.754 -1.836 0.1 0.4 2.0 -0.415
C -0.517 -0.522 1.517 -0.8 1.7 2.3 -0.190
C 0.706 -0.343 0.632 -0.6 0.3 -0.7 -0.483
N 0.359 0.798 -0.276 0.4 -1.7 -0.4 -0.129
S 1.200 -1.797 -0.426 -0.7 0.3 0.7 0.901
H -2.518 0.507 1.552 1.0 0.6 -1.4 0.115
H -1.358 1.774 -0.835 -0.9 0.8 -0.3 0.101
H 0.629 1.361 -2.318 0.8 -1.7 0.9 0.142
H 1.773 -1.220 -2.557 0.6 -0.3 -2.4 0.025
H -0.463 -0.374 2.663 0.9 0.2 -1.7 0.134
H -0.921 -1.501 1.528 -0.5 -1.2 -0.7 0.073
H 1.619 -0.047 1.058 1.0 0.2 1.3 0.084
```
Forces are in eV/Å.

Summary:
multiplicity	1
relative energy (zero: lowest compared OMol25 entry of this formula, charge and spin)	210.9	kJ/mol
frontier orbital gap	0.313	Ha
F_max	3.0	eV/Å
E	-685.6896	Ha

---

Entry from OMol25: a 2-piece molecular cluster, CH4O3 overall (wB97M-V/def2-TZVPD).

XYZ file:
```
8
Properties=species:S:1:pos:R:3:forces:R:3:lowdin_charge:R:1
O 1.445 -0.604 -0.313 -0.1 0.3 0.4 -0.007
H -0.065 -0.512 -0.452 -0.8 0.1 -1.2 0.047
H 1.526 -0.377 0.627 0.5 -0.1 -0.4 0.083
H 2.183 -1.113 -0.640 0.3 -0.2 0.2 0.077
O -1.041 -0.295 -0.653 0.0 0.0 1.0 0.042
C -1.289 0.692 0.200 0.2 0.2 0.5 -0.407
O -0.423 1.354 0.723 0.1 -0.1 0.1 0.030
H -2.335 0.855 0.507 -0.1 -0.2 -0.7 0.136
```
Forces are in eV/Å.

Summary:
multiplicity	1
relative energy (zero: lowest compared OMol25 entry of this formula, charge and spin)	29.5	kJ/mol
frontier orbital gap	0.398	Ha
F_max	1.5	eV/Å
E	-266.2248	Ha

---

> Which of these has the lowest F_max?

C18H14BrN5O2Sc

---

> Which of these has the highest E?

CH4O3